Molecular formula: C6H5F3N4
Method: DFT, ωB97M-V/def2-TZVPD

XYZ file:
```
18
Properties=species:S:1:pos:R:3:forces:R:3:lowdin_charge:R:1
C -1.8760 0.7773 -1.5459 -1.2 1.9 -0.2 -0.153
C -1.7855 0.2041 -0.3044 -2.7 -0.4 1.0 -0.129
C 0.2188 0.0451 -2.0007 -0.8 -0.4 -1.9 -0.061
C 0.3638 -0.2804 -0.7022 0.4 0.0 1.0 -0.343
C 1.5016 -1.9738 0.1123 -1.2 -1.8 -0.6 -0.168
C 0.3485 1.1413 2.2659 -1.3 -1.6 1.5 -0.603
N -0.9249 0.6314 -2.3809 2.5 0.0 -2.0 0.090
N 1.5668 -0.7877 -0.1729 -0.5 1.3 -0.3 0.155
N 1.5234 0.8218 2.2971 3.0 0.8 -1.3 0.187
N -0.6650 -0.2157 0.1399 1.6 -1.4 0.7 0.139
F 0.4845 -2.8436 -0.2089 0.5 0.9 0.2 0.037
F -0.2995 2.0536 1.6240 -0.4 1.1 -0.6 0.158
F -0.5472 0.4606 3.0315 0.7 0.8 -0.6 0.084
H -2.5675 1.5461 -1.8693 -1.0 -0.6 0.3 0.115
H -2.6840 -0.0964 0.2638 0.4 0.9 0.1 0.133
H 0.8777 -0.3143 -2.7953 0.1 0.5 0.4 0.126
H 2.2410 -2.5045 0.5922 1.7 -1.1 1.0 0.108
H 2.2235 1.3352 1.6538 -1.9 -1.0 1.4 0.125
```
Positions in Å, forces in eV/Å.

Calculated values
* relative energy (zero: lowest compared OMol25 entry of this formula, charge and spin): 0.00 kJ/mol
* SMILES: F/C=N\c1cnccn1.N=C(F)F
* gap between HOMO and LUMO: 9.987 eV
* E_HOMO: -9.52 eV
* maximum force: 0.0649 Eh/bohr
* E_tot: -750.19456 Ha

***

Molecular formula: C6H5F6N
Method: DFT, ωB97M-V/def2-TZVPD

XYZ file:
```
18
Properties=species:S:1:pos:R:3:forces:R:3:lowdin_charge:R:1
C 0.9787 -0.8032 -0.6721 1.0 -2.4 1.6 -0.112
C -2.3984 -1.1141 0.7374 -0.3 0.0 4.0 0.006
C -0.1871 -1.7754 -0.3352 1.8 0.1 -0.6 -0.071
C -1.3403 -1.4383 0.0899 -1.1 0.8 0.1 -0.161
C 0.5945 0.8117 1.0938 1.6 -0.1 0.2 -0.679
C 0.6221 1.6557 -1.1254 0.5 1.3 -0.6 -0.625
N 0.7494 0.5531 -0.2796 -0.4 0.4 -0.2 0.074
F 1.3058 1.8850 1.4634 0.0 0.4 0.0 0.172
F 1.0865 -0.2124 1.8008 -0.2 -0.2 0.2 0.167
F -0.6427 1.0098 1.4376 -1.3 0.4 0.8 0.196
F -0.2244 2.5819 -0.6301 0.2 -0.3 0.2 0.161
F 0.2010 1.3627 -2.3374 -0.6 -1.1 -0.6 0.184
F 1.7929 2.3173 -1.3644 0.0 -0.2 0.6 0.129
H 1.1706 -0.9609 -1.6998 0.1 0.7 -1.3 0.111
H 1.9686 -1.1467 -0.1806 -1.7 0.3 -0.6 0.156
H -3.3277 -0.6280 0.4964 -0.1 -0.3 -0.7 0.055
H -2.2544 -1.2554 1.9197 -0.4 0.5 -2.6 0.126
H -0.0952 -2.8430 -0.4143 0.7 -0.4 -0.6 0.110
```
Positions in Å, forces in eV/Å.

Calculated values
* relative energy (zero: lowest compared OMol25 entry of this formula, charge and spin): 0.00 kJ/mol
* SMILES: C=C=CCN(C(F)(F)F)C(F)(F)F
* gap between HOMO and LUMO: 10.534 eV
* E_HOMO: -9.78 eV
* maximum force: 0.0783 Eh/bohr
* E_tot: -885.52690 Ha

***

Molecular formula: C6H5IN2O2
Method: DFT, ωB97M-V/def2-TZVPD

XYZ file:
```
16
Properties=species:S:1:pos:R:3:forces:R:3:lowdin_charge:R:1
C -0.9945 0.4436 -0.3765 1.4 0.2 -0.4 -0.090
C -0.4164 0.8776 0.7927 -0.7 2.0 2.7 -0.101
C -0.3253 -0.5601 -1.1021 -1.3 0.1 1.3 -0.044
C 0.6747 0.3003 1.3659 0.8 -0.6 -1.1 -0.045
C 0.7544 -1.2851 -0.4621 -1.8 0.6 -3.1 -0.026
C 1.2344 -0.7771 0.7058 1.2 -0.9 0.9 -0.347
N 2.2520 -1.5144 1.4528 0.1 1.7 -1.8 -0.446
N 1.7370 -2.3321 2.4010 -0.8 1.2 -1.5 -0.503
O 0.5786 -2.0902 2.6953 0.2 -0.9 0.9 0.078
O 2.4882 -3.1660 2.7595 0.8 -2.4 2.1 0.000
I 4.1370 -1.8605 0.7043 -0.8 0.1 0.2 0.945
H -1.8233 1.0503 -0.7237 -0.1 -0.6 -0.4 0.105
H -0.8163 1.6973 1.4536 -0.1 -0.7 -1.3 0.128
H -0.9185 -0.7578 -2.0110 1.3 -0.8 0.1 0.107
H 1.1692 0.6148 2.2622 -0.2 0.3 0.4 0.122
H 1.1233 -2.1717 -1.0166 0.1 0.7 0.8 0.120
```
Positions in Å, forces in eV/Å.

Calculated values
* relative energy (zero: lowest compared OMol25 entry of this formula, charge and spin): 401.32 kJ/mol
* SMILES: O=[N+]([O-])N(I)c1ccccc1
* gap between HOMO and LUMO: 8.610 eV
* E_HOMO: -9.46 eV
* maximum force: 0.0704 Eh/bohr
* E_tot: -789.15204 Ha

***

Molecular formula: C6H5N
Method: DFT, ωB97M-V/def2-TZVPD

XYZ file:
```
12
Properties=species:S:1:pos:R:3:forces:R:3:lowdin_charge:R:1
C -1.4895 -1.1019 0.0317 -0.3 3.4 -0.4 -0.004
C -0.2369 -1.3203 0.0560 -0.5 -0.4 0.0 -0.136
C -1.7920 1.2521 -0.1782 -0.9 -2.1 -0.2 -0.018
C 1.1492 -1.1379 -0.2863 0.0 0.1 -0.1 -0.056
C -0.1621 1.2653 -0.0390 0.7 -0.5 0.1 -0.181
C 0.5153 0.0468 0.4511 0.0 0.3 0.3 -0.180
N -2.1600 0.0067 0.0149 1.0 -0.8 0.4 0.013
H 1.9072 -1.6813 0.2633 0.0 0.0 0.1 0.110
H 1.3686 -1.0278 -1.3424 0.0 0.0 0.0 0.117
H 0.0757 1.5020 -1.0788 0.0 0.1 0.0 0.108
H 0.0616 2.1138 0.6022 0.0 0.0 -0.1 0.096
H 0.7629 0.0824 1.5054 0.1 -0.2 0.0 0.132
```
Positions in Å, forces in eV/Å.

Calculated values
* relative energy (zero: lowest compared OMol25 entry of this formula, charge and spin): 593.01 kJ/mol
* gap between HOMO and LUMO (alpha / beta): 7.383 / 7.389 eV
* E_HOMO (alpha / beta): -8.12 / -8.13 eV
* maximum force: 0.0661 Eh/bohr
* E_tot: -286.11731 Ha

***

Molecular formula: C6H5N
Method: DFT, ωB97M-V/def2-TZVPD

XYZ file:
```
12
Properties=species:S:1:pos:R:3:forces:R:3:lowdin_charge:R:1
C 0.3353 -1.3676 -1.1626 -1.0 -0.1 -0.4 -0.338
C 0.3586 -2.4926 -1.7769 -0.1 0.5 0.2 0.203
C 0.6612 -0.5229 1.1374 -0.5 0.0 0.5 -0.188
C -1.2569 0.1795 0.2506 0.8 -1.9 0.0 -0.126
C 1.0145 -0.4375 -0.2446 4.6 1.0 -2.7 -0.218
C -0.2525 0.0296 -0.8965 1.5 -0.3 0.4 -0.156
N -0.5075 -0.2363 1.4987 -1.0 0.5 -1.0 0.087
H 1.3745 -0.7900 1.8134 1.8 -0.9 2.1 0.087
H -1.5112 1.2394 0.3969 -0.8 -0.7 -0.3 0.123
H -1.9852 -0.6726 0.0588 -0.1 1.9 0.6 0.145
H 2.3427 -0.1769 -0.6873 -4.5 -0.5 1.7 0.256
H -0.0267 0.7666 -1.6248 -0.7 0.4 -1.0 0.126
```
Positions in Å, forces in eV/Å.

Calculated values
* relative energy (zero: lowest compared OMol25 entry of this formula, charge and spin): 563.80 kJ/mol
* gap between HOMO and LUMO: 9.368 eV
* E_HOMO: -10.00 eV
* maximum force: 0.1055 Eh/bohr
* E_tot: -286.12844 Ha

***

Molecular formula: C6H5N3O
Method: DFT, ωB97M-V/def2-TZVPD

XYZ file:
```
15
Properties=species:S:1:pos:R:3:forces:R:3:lowdin_charge:R:1
C 1.2592 0.8127 -0.1142 0.7 -1.0 1.5 -0.281
C -0.8137 0.0788 -0.0995 -0.7 1.3 0.3 -0.304
C -2.3238 0.1393 -0.1007 0.4 -1.4 0.7 -0.062
C -2.9685 -1.0516 0.0368 0.3 2.0 -0.6 0.029
C 1.2321 -0.5839 -0.0051 -2.5 3.5 -0.4 -0.242
C 2.2925 -1.4206 0.0180 -0.5 0.2 -0.2 -0.214
H 2.0725 2.7075 0.1203 0.7 -1.9 -0.1 0.141
H 3.1581 1.3002 0.3587 0.5 0.1 0.2 0.095
H -2.8914 1.0832 -0.0595 0.7 -0.5 -0.3 0.105
H -2.4102 -1.9735 0.0770 -0.1 -0.1 0.0 0.059
H -4.0565 -1.0554 0.0161 0.3 -0.2 0.2 0.059
N 2.3209 1.6928 -0.0086 -2.5 1.2 -0.7 0.161
N -0.0955 -0.9554 -0.0199 -0.1 -1.5 0.0 0.173
N 3.2359 -2.0185 -0.1257 3.0 -2.0 0.0 0.167
O -0.0118 1.2443 -0.0935 -0.4 0.2 -0.6 0.115
```
Positions in Å, forces in eV/Å.

Calculated values
* relative energy (zero: lowest compared OMol25 entry of this formula, charge and spin): 128.40 kJ/mol
* SMILES: C=Cc1nc(C#N)c(N)o1
* gap between HOMO and LUMO: 8.796 eV
* E_HOMO: -8.29 eV
* maximum force: 0.0844 Eh/bohr
* E_tot: -471.09751 Ha

***

Molecular formula: C6H5N5ORhSbSe4
Method: DFT, ωB97M-V/def2-TZVPD

XYZ file:
```
23
Properties=species:S:1:pos:R:3:forces:R:3:lowdin_charge:R:1
Rh -0.0884 -0.7743 0.3033 0.2 -0.2 0.1 0.537
N 1.9508 1.5138 -2.8105 0.0 0.0 -0.1 0.048
C 0.9156 0.7205 -2.5165 0.0 0.1 0.1 -0.114
N 0.9055 0.5307 -1.2156 -0.1 0.0 -0.2 0.020
C 1.9720 1.2308 -0.7637 0.2 0.0 -0.1 -0.321
N 2.6495 1.8396 -1.7069 -0.1 0.1 0.0 0.148
C 2.3013 1.1816 0.6573 0.1 0.0 0.1 -0.192
C 3.3579 1.8658 1.2430 0.0 0.1 -0.1 -0.046
N 3.6270 1.7564 2.5360 0.0 0.0 0.0 0.104
C 2.8378 0.9617 3.2496 0.0 0.0 0.0 -0.089
C 1.7781 0.2688 2.6818 0.0 0.0 0.0 -0.077
N 1.5188 0.3824 1.3850 0.0 0.0 0.0 -0.011
H 2.2483 1.8508 -3.7110 0.0 0.0 0.0 0.166
H 0.2239 0.3083 -3.2319 0.0 0.0 0.0 0.127
H 3.9911 2.5090 0.6446 0.0 0.0 0.0 0.124
H 3.0499 0.8619 4.3065 0.0 0.0 0.0 0.115
H 1.1409 -0.3858 3.2603 0.0 0.0 0.0 0.124
O -1.3423 0.4110 0.6538 -0.1 0.1 0.1 -0.439
Se 0.4378 -3.0751 -3.1929 0.0 0.0 0.0 0.055
Sb 0.0252 -3.9866 -0.8847 0.0 0.1 -0.1 -0.283
Se -0.0699 -6.3204 -0.6169 0.0 0.0 0.0 -0.095
Se 1.8047 -2.4597 -0.0336 -0.1 0.0 0.0 0.004
Se -1.7588 -2.4950 0.0568 -0.1 -0.1 -0.1 0.094
```
Positions in Å, forces in eV/Å.

Calculated values
* 2S+1: 5
* relative energy (zero: lowest compared OMol25 entry of this formula, charge and spin): 3.21 kJ/mol
* gap between HOMO and LUMO (alpha / beta): 6.955 / 5.752 eV
* E_HOMO (alpha / beta): -8.10 / -8.04 eV
* maximum force: 0.0055 Eh/bohr
* E_tot: -10537.14675 Ha

***

Molecular formula: C6H5NO
Method: DFT, ωB97M-V/def2-TZVPD

XYZ file:
```
13
Properties=species:S:1:pos:R:3:forces:R:3:lowdin_charge:R:1
C -0.1785 -1.7046 -1.3760 -0.1 -0.6 -1.0 -0.198
C -1.9984 1.0762 1.7663 0.4 -4.1 -4.5 -0.038
C 1.2789 -0.6254 0.5796 3.4 1.9 -2.8 -0.071
C 0.5609 0.9044 -1.0006 2.7 -1.3 -0.4 -0.049
C 0.4789 -0.6591 -0.7593 1.2 2.8 1.9 -0.291
C 0.2442 0.3527 0.3242 -1.3 0.7 0.5 -0.121
N -0.5246 -2.5686 -2.0534 -0.5 -0.2 0.1 0.142
O -1.8814 1.9265 2.4850 -0.1 2.8 2.6 0.130
H -2.8376 0.4632 1.2209 0.9 1.0 1.1 0.121
H 1.0954 -1.3759 1.2063 -1.2 -3.0 2.6 0.045
H 2.4485 -0.4788 0.5814 -2.3 0.4 -0.4 0.144
H 1.5178 1.3931 -1.4167 -0.9 -1.0 1.4 0.129
H -0.2040 1.2964 -1.5575 -2.3 0.8 -1.1 0.057
```
Positions in Å, forces in eV/Å.

Calculated values
* relative energy (zero: lowest compared OMol25 entry of this formula, charge and spin): 614.50 kJ/mol
* gap between HOMO and LUMO (alpha / beta): 8.571 / 7.190 eV
* E_HOMO (alpha / beta): -8.82 / -8.26 eV
* maximum force: 0.1185 Eh/bohr
* E_tot: -361.35017 Ha

***

Molecular formula: C6H5NO
Method: DFT, ωB97M-V/def2-TZVPD

XYZ file:
```
13
Properties=species:S:1:pos:R:3:forces:R:3:lowdin_charge:R:1
C -1.8317 0.8477 -0.2793 -0.3 -0.9 0.8 -0.223
C -1.7505 -1.4158 0.4502 -1.3 0.5 -0.8 -0.143
C 2.0003 0.1231 -0.7598 -0.4 0.4 -0.1 0.030
C 0.2207 -0.0473 0.8573 -1.0 -2.5 0.3 -0.147
C 0.8641 0.5813 -0.2587 1.7 0.2 -2.4 -0.206
C -1.2352 -0.2513 0.3484 2.6 1.5 1.2 -0.214
N -2.1914 1.8622 -0.6472 -0.7 1.4 -0.9 0.178
O -2.3693 -2.3603 0.4187 -0.9 -2.8 0.4 0.264
H 2.6339 -0.6651 -0.4623 0.1 -1.1 1.4 0.050
H 2.4248 0.4808 -1.6362 0.3 1.3 -1.7 0.032
H 0.6675 -1.0811 1.1242 -0.6 1.8 -0.4 0.161
H 0.2803 0.5945 1.6903 -0.4 0.6 1.4 0.106
H 0.2866 1.3314 -0.8456 0.8 -0.3 0.8 0.113
```
Positions in Å, forces in eV/Å.

Calculated values
* relative energy (zero: lowest compared OMol25 entry of this formula, charge and spin): 148.35 kJ/mol
* SMILES: C=CCC(=C=O)C#N
* gap between HOMO and LUMO: 9.765 eV
* E_HOMO: -9.66 eV
* maximum force: 0.0628 Eh/bohr
* E_tot: -361.52772 Ha

***

Molecular formula: C6H5NO2
Method: DFT, ωB97M-V/def2-TZVPD

XYZ file:
```
14
Properties=species:S:1:pos:R:3:forces:R:3:lowdin_charge:R:1
C 1.1549 1.8561 -1.1188 4.4 1.2 -2.5 0.041
C 0.4333 0.9515 -0.5026 -0.8 -1.2 0.4 -0.201
C 0.8999 0.2094 0.7714 -1.0 1.8 0.4 -0.172
C -1.0297 -0.4572 0.7052 0.0 -0.1 -2.0 -0.117
C 0.4173 -1.2153 0.3719 2.0 -2.4 3.5 -0.181
C -1.0207 0.2147 -0.6749 1.2 1.8 -1.4 -0.256
H 1.1612 2.3437 -2.2496 -1.0 -1.2 3.4 0.128
H 2.2872 1.9711 -0.6457 -3.1 0.0 -1.2 0.117
H 1.6927 0.4909 1.4710 1.0 -0.2 -1.4 0.155
H -0.3302 0.1222 2.4600 0.4 -1.1 2.5 0.077
H -1.9027 -0.9274 1.0617 -1.0 -0.7 0.1 0.132
N -0.3504 0.5267 1.5853 -0.4 -1.2 -3.6 0.063
O 0.9883 -2.3137 0.3799 -2.6 3.6 -0.7 0.105
O -1.6865 0.1834 -1.6935 0.8 -0.3 2.3 0.109
```
Positions in Å, forces in eV/Å.

Calculated values
* relative energy (zero: lowest compared OMol25 entry of this formula, charge and spin): 512.01 kJ/mol
* gap between HOMO and LUMO: 9.160 eV
* E_HOMO: -9.70 eV
* maximum force: 0.1011 Eh/bohr
* E_tot: -436.70094 Ha

***

Molecular formula: C6H5NO2
Method: DFT, ωB97M-V/def2-TZVPD

XYZ file:
```
14
Properties=species:S:1:pos:R:3:forces:R:3:lowdin_charge:R:1
C -3.4626 1.1528 -0.7025 -1.7 0.0 -1.2 0.153
C -2.9314 0.5697 0.2830 3.9 -0.1 3.5 -0.295
C 1.8790 -1.3227 0.0027 1.3 -1.2 1.0 -0.072
C 1.0694 -0.2249 0.1233 -0.6 -2.1 -0.8 -0.234
C -0.1354 -0.9001 0.5262 0.5 -0.7 -0.1 0.014
C 1.4139 1.1591 -0.2599 -2.6 -0.2 1.3 -0.031
N -0.0562 -2.1802 0.6782 -0.6 1.1 0.2 0.053
O 1.2583 -2.4885 0.3759 0.3 1.1 -0.5 -0.064
O -2.1262 0.3511 1.1749 -2.4 0.0 -2.0 0.079
H -4.4088 0.9394 -1.1719 0.1 0.2 -0.2 0.034
H 2.9784 -1.5543 -0.1204 -1.5 0.9 -0.3 0.156
H 0.6613 1.9045 0.0094 -0.1 -0.3 0.0 0.096
H 2.2200 1.3092 0.3401 2.7 1.3 1.4 0.050
H 1.6402 1.2850 -1.2591 0.6 0.1 -2.1 0.062
```
Positions in Å, forces in eV/Å.

Calculated values
* relative energy (zero: lowest compared OMol25 entry of this formula, charge and spin): 829.83 kJ/mol
* gap between HOMO and LUMO (alpha / beta): 9.005 / 7.280 eV
* E_HOMO (alpha / beta): -9.83 / -9.73 eV
* maximum force: 0.1019 Eh/bohr
* E_tot: -436.57989 Ha

***

Molecular formula: C6H5NO2S
Method: DFT, ωB97M-V/def2-TZVPD

XYZ file:
```
15
Properties=species:S:1:pos:R:3:forces:R:3:lowdin_charge:R:1
C 0.5908 0.7784 -0.2417 0.3 -4.6 -0.8 -0.211
C 0.7338 -0.4971 -1.2060 -2.4 1.4 -2.3 -0.329
C -0.3601 0.2581 0.7903 1.1 1.0 2.4 -0.298
C 1.8192 0.4839 2.2762 2.0 -0.4 0.5 -0.091
C 0.5247 0.5113 2.1536 -2.4 -2.0 -1.9 -0.203
C -0.3746 -1.4697 -0.7001 1.6 2.7 1.2 -0.038
N -0.7481 -1.1036 0.4562 -1.2 -0.3 0.3 0.091
O 2.0155 -0.8834 -0.8546 1.4 -0.7 1.1 -0.211
O 3.3523 1.1044 -0.1834 0.0 -0.1 0.6 -0.318
S 2.2743 0.3124 0.3471 -1.0 0.7 -1.2 1.000
H 0.7309 1.6841 -0.6895 -0.6 2.7 -0.9 0.103
H 0.6441 -0.2536 -2.3298 0.4 -0.5 1.6 0.168
H -1.2714 0.7712 1.1523 0.3 0.1 -1.3 0.144
H -0.1931 0.5042 2.9421 0.2 0.6 1.1 0.085
H -0.8285 -2.2912 -1.1958 0.2 -0.9 -0.3 0.108
```
Positions in Å, forces in eV/Å.

Calculated values
* relative energy (zero: lowest compared OMol25 entry of this formula, charge and spin): 485.89 kJ/mol
* gap between HOMO and LUMO: 8.242 eV
* E_HOMO: -9.16 eV
* maximum force: 0.0905 Eh/bohr
* E_tot: -834.80538 Ha